DFT (wB97M-V/def2-TZVPD) results for C9H11BrNO4Zn as an isolated structure.

Calculated values
- orbital gap (eV) = 8.983
- HOMO (eV) = -12.7
- largest force on an atom (eV Å⁻¹) = 0.8
- net charge = +1
- molecular weight (Da) = 342.484
- E (hartree) = -5058.441010
- LUMO energy (Eh) = -0.1384
- ΔE to the lowest compared entry with this formula, charge and spin (kcal per mole) = 2.4

Element x y z (Å)
1 Zn -0.28 0.68 -1.19
2 C 0.66 2.64 1.83
3 C -0.67 2.27 1.20
4 C -1.84 2.49 2.13
5 O -0.61 0.82 0.84
6 C -0.84 3.09 -0.09
7 O -1.22 4.22 0.01
8 O -0.59 2.48 -1.24
9 H 0.82 2.06 2.75
10 H 0.65 3.70 2.08
11 H 1.49 2.46 1.15
12 H -1.68 1.96 3.08
13 H -2.77 2.16 1.68
14 H -1.93 3.55 2.34
15 H -0.98 0.31 1.57
16 O 1.10 -5.17 -1.53
17 C 0.96 -3.85 -1.52
18 C 2.02 -2.95 -1.40
19 C 1.76 -1.61 -1.39
20 N 0.51 -1.12 -1.49
21 C -0.49 -2.00 -1.61
22 Br -2.19 -1.19 -1.75
23 C -0.35 -3.36 -1.62
24 H 2.02 -5.44 -1.47
25 H 3.05 -3.30 -1.32
26 H 2.56 -0.88 -1.31
27 H -1.18 -4.03 -1.73